No. 1
This record from OMol25 describes C60H49Cl5InN4O2S3Si as an isolated structure at a distorted geometry. The level of theory is the ωB97M-V functional and the def2-TZVPD basis.

CARTESIAN COORDINATES (ANGSTROEM)
In 1.17 -0.73 1.03
N 0.70 -0.94 -1.01
S 0.53 -0.14 -2.22
N -1.04 0.60 -2.43
S -1.43 1.97 -1.91
N -1.21 2.38 -0.46
S -1.51 1.42 0.91
N -0.40 0.62 1.35
C -2.94 0.59 0.49
C -4.23 1.22 0.50
C -5.35 0.40 0.19
C -5.09 -0.88 -0.36
C -3.85 -1.44 -0.32
C -2.77 -0.73 0.17
C -1.88 2.60 2.20
C -2.01 1.96 3.40
C -2.32 2.76 4.49
C -2.42 4.12 4.35
C -2.22 4.73 3.18
C -1.97 3.99 2.04
C -0.68 3.32 -2.75
C -1.10 3.50 -4.08
C -0.66 4.61 -4.78
C 0.12 5.54 -4.15
C 0.46 5.40 -2.77
C 0.08 4.28 -2.02
C -3.10 2.10 -2.48
C -3.56 1.29 -3.57
C -4.76 1.59 -4.21
C -5.46 2.73 -3.80
C -5.11 3.40 -2.65
C -3.93 3.07 -1.99
C 1.63 1.22 -2.46
C 2.16 1.80 -1.36
C 2.97 2.90 -1.51
C 3.35 3.29 -2.79
C 2.80 2.71 -3.92
C 1.89 1.70 -3.73
C 0.64 -1.09 -3.67
C -0.14 -0.80 -4.79
C 0.07 -1.51 -5.94
C 1.14 -2.44 -5.98
C 1.91 -2.73 -4.89
C 1.59 -2.05 -3.73
H -4.39 2.20 0.92
H -6.36 0.87 0.15
H -5.94 -1.48 -0.59
H -3.62 -2.42 -0.71
H -1.76 -1.21 0.11
H -1.78 0.92 3.34
H -2.56 2.24 5.41
H -2.63 4.80 5.14
H -2.39 5.76 3.11
H -1.86 4.39 1.07
H -1.74 2.81 -4.60
H -0.97 4.66 -5.85
H 0.68 6.35 -4.60
H 1.13 6.19 -2.39
H 0.37 4.13 -0.97
H -2.96 0.49 -3.93
H -5.23 1.04 -4.99
H -6.26 3.13 -4.42
H -5.68 4.29 -2.36
H -3.70 3.62 -1.07
H 2.04 1.56 -0.35
H 3.47 3.26 -0.64
H 4.02 4.11 -2.83
H 2.93 3.11 -4.91
H 1.27 1.25 -4.52
H -0.99 -0.13 -4.56
H -0.55 -1.32 -6.78
H 1.24 -2.92 -6.98
H 2.75 -3.38 -4.78
H 2.14 -2.40 -2.84
O 5.61 3.03 0.57
H 5.71 2.08 0.65
H 6.09 3.37 1.34
O -5.12 -0.94 3.27
H -5.34 -1.81 2.96
H -5.96 -0.57 3.68
C 5.68 -3.41 3.24
C 4.90 -2.17 3.57
C 3.45 -2.13 3.08
C 2.89 -3.35 2.53
C 3.67 -4.36 2.23
C 5.15 -4.40 2.50
Si 1.02 -3.16 2.03
C -0.15 -3.07 3.42
C -0.11 -3.87 4.59
C -1.04 -3.80 5.55
C -2.07 -2.85 5.48
C -2.19 -2.08 4.33
C -1.29 -2.25 3.30
C 0.39 -4.47 0.84
C -0.80 -5.11 0.87
C -1.07 -5.97 -0.13
C -0.12 -6.30 -1.04
C 1.07 -5.67 -1.08
C 1.35 -4.72 -0.15
H 6.72 -3.30 3.57
H 5.01 -1.96 4.63
H 2.76 -1.61 3.71
H 3.32 -5.26 1.67
H 5.75 -5.28 2.30
H 0.72 -4.50 4.75
H -1.05 -4.41 6.39
H -2.96 -2.92 6.13
H -3.05 -1.37 4.23
H -1.46 -1.77 2.34
H -1.49 -4.90 1.63
H -2.06 -6.41 -0.20
H -0.31 -7.11 -1.80
H 1.76 -5.87 -1.89
H 2.27 -4.16 -0.19
Cl 4.27 -1.68 0.38
C 3.94 -1.04 1.97
C 3.05 0.13 1.82
C 3.33 1.23 2.44
Cl 2.30 2.63 2.28
C 4.48 1.40 3.40
Cl 4.65 2.91 4.20
C 5.24 0.32 3.66
Cl 6.35 0.31 4.92
C 5.23 -0.86 2.85
Cl 6.76 -0.83 2.04

Properties
- Strongest force on any atom: 0.0689 hartree/bohr
- Charge: +1
- LUMO energy: -0.092 Ha
- ΔE to the lowest compared entry with this formula, charge and spin: 475.9 kJ/mol
- HOMO-LUMO gap: 0.24892 Ha

***

No. 2
This record from OMol25 describes a 10-piece molecular cluster, C60H50F10 overall at a distorted geometry. The level of theory is the ωB97M-V functional and the def2-TZVPD basis.

CARTESIAN COORDINATES (ANGSTROEM)
F -1.42 0.26 -2.61
C -1.49 -0.71 -3.59
C -1.94 -1.93 -3.16
C -2.16 -2.97 -4.09
C -1.81 -2.73 -5.41
C -1.31 -1.49 -5.81
C -1.08 -0.46 -4.87
H -2.20 -2.10 -2.12
H -2.59 -3.89 -3.68
H -1.86 -3.57 -6.16
H -1.03 -1.34 -6.87
H -0.77 0.53 -5.10
F -6.03 1.35 -0.71
C -5.37 1.43 0.46
C -6.26 1.66 1.54
C -5.71 1.50 2.82
C -4.38 1.19 2.99
C -3.55 1.04 1.85
C -4.06 1.10 0.57
H -7.28 2.05 1.31
H -6.28 1.73 3.71
H -3.89 1.08 3.94
H -2.48 0.90 1.98
H -3.51 0.97 -0.38
F 1.77 4.60 2.88
C 2.08 5.01 1.65
C 2.81 4.15 0.84
C 3.13 4.57 -0.45
C 2.67 5.83 -0.87
C 1.96 6.70 -0.03
C 1.64 6.28 1.26
H 3.11 3.21 1.24
H 3.77 4.03 -1.14
H 2.85 6.19 -1.91
H 1.78 7.70 -0.42
H 0.96 6.82 1.94
F -0.16 1.25 0.08
C 0.61 0.16 0.31
C 0.01 -1.07 0.65
C 0.89 -2.15 0.83
C 2.28 -2.05 0.64
C 2.79 -0.80 0.30
C 1.96 0.31 0.15
H -1.04 -1.28 0.75
H 0.50 -3.04 1.28
H 2.96 -2.93 0.84
H 3.78 -0.57 -0.01
H 2.38 1.25 -0.12
F -0.62 -6.83 4.12
C -1.08 -5.82 4.83
C -2.14 -6.18 5.61
C -2.80 -5.16 6.28
C -2.45 -3.83 6.18
C -1.37 -3.51 5.35
C -0.66 -4.49 4.72
H -2.43 -7.19 5.78
H -3.59 -5.58 6.91
H -3.01 -3.07 6.65
H -1.05 -2.49 5.11
H 0.16 -4.32 4.02
F 5.71 1.30 1.66
C 6.54 1.64 0.63
C 7.81 2.12 0.97
C 8.65 2.45 -0.13
C 8.19 2.34 -1.43
C 6.91 1.85 -1.70
C 6.06 1.47 -0.67
H 8.00 2.33 2.04
H 9.69 2.78 0.04
H 8.81 2.53 -2.30
H 6.56 1.92 -2.72
H 5.04 1.13 -0.78
F -3.54 -1.90 3.16
C -3.77 -2.63 2.07
C -2.72 -3.39 1.60
C -2.94 -4.23 0.51
C -4.21 -4.17 -0.13
C -5.20 -3.31 0.31
C -4.98 -2.51 1.43
H -1.81 -3.55 2.18
H -2.12 -4.83 0.19
H -4.32 -4.72 -1.07
H -6.12 -3.22 -0.26
H -5.80 -1.94 1.81
F 0.73 -5.32 0.41
C 1.28 -5.90 -0.69
C 1.76 -5.11 -1.70
C 2.51 -5.75 -2.71
C 2.82 -7.12 -2.63
C 2.24 -7.89 -1.64
C 1.46 -7.27 -0.68
H 1.49 -4.10 -1.79
H 2.89 -5.11 -3.48
H 3.49 -7.69 -3.28
H 2.41 -8.98 -1.58
H 1.09 -7.96 0.07
F -2.45 3.79 -0.83
C -2.31 4.37 0.42
C -3.20 5.36 0.74
C -3.15 5.92 2.00
C -2.22 5.42 2.94
C -1.43 4.36 2.61
C -1.44 3.83 1.33
H -3.77 5.83 -0.04
H -3.83 6.75 2.29
H -2.17 5.70 3.97
H -0.71 4.11 3.41
H -0.73 3.00 1.16
F 1.96 6.27 -4.80
C 1.70 4.95 -4.54
C 2.68 4.00 -4.72
C 2.33 2.71 -4.36
C 1.05 2.42 -3.95
C 0.08 3.39 -3.84
C 0.46 4.74 -4.08
H 3.64 4.42 -4.94
H 3.11 1.95 -4.38
H 0.86 1.35 -3.79
H -0.89 3.20 -3.43
H -0.16 5.57 -3.73

Properties
- Strongest force on any atom: 0.0696 hartree/bohr
- Charge: 0
- LUMO energy: 0.019 Ha
- ΔE to the lowest compared entry with this formula, charge and spin: 154.2 kJ/mol
- HOMO-LUMO gap: 0.34060 Ha

***

No. 3
This record from OMol25 describes C60H50F2N11O24S2 as an isolated structure at a distorted geometry. The level of theory is the ωB97M-V functional and the def2-TZVPD basis.

CARTESIAN COORDINATES (ANGSTROEM)
N 0.94 1.05 -0.08
S 0.40 0.59 -1.40
O -0.50 1.53 -2.06
O 0.38 -0.84 -1.71
F 1.62 0.97 -2.29
S -0.51 0.63 0.77
O -0.49 -0.75 1.19
O -1.77 1.31 0.46
F -0.12 1.33 2.15
C 2.24 -2.92 1.37
C 1.03 -2.31 0.97
C -0.14 -2.56 1.68
C -0.15 -3.37 2.83
C 1.05 -4.05 3.19
C 2.26 -3.85 2.39
N -1.38 -3.42 3.67
O -2.44 -3.17 3.21
O -1.20 -3.64 4.90
H 3.19 -2.74 0.89
H 1.06 -1.73 0.07
H -1.09 -2.16 1.37
H 1.11 -4.73 4.03
H 3.18 -4.40 2.56
C -2.66 0.95 2.00
C -2.65 -0.32 1.50
C -3.06 -1.29 2.42
C -3.28 -1.03 3.77
C -3.40 0.32 4.20
C -3.12 1.31 3.31
N -3.39 -2.18 4.67
O -3.73 -3.26 4.19
O -3.15 -1.99 5.84
H -2.36 1.75 1.35
H -2.51 -0.59 0.47
H -3.16 -2.32 2.11
H -3.62 0.56 5.24
H -3.20 2.34 3.65
C 0.04 3.15 -0.56
C -0.49 4.42 -0.92
C -0.04 5.49 -0.17
C 0.79 5.37 0.96
C 1.23 4.07 1.29
C 0.91 3.00 0.51
N 1.18 6.50 1.77
O 0.40 7.42 1.80
O 2.12 6.61 2.50
H -0.29 2.25 -1.06
H -1.22 4.41 -1.72
H -0.24 6.47 -0.57
H 1.92 3.93 2.11
H 1.35 2.02 0.55
C -0.41 -0.05 3.46
C -0.79 -0.46 4.71
C 0.01 -1.31 5.49
C 1.16 -1.84 4.87
C 1.60 -1.36 3.62
C 0.78 -0.45 2.90
N 1.91 -2.90 5.58
O 1.75 -2.96 6.81
O 2.64 -3.63 4.93
H -1.04 0.68 2.97
H -1.73 -0.05 5.04
H -0.26 -1.54 6.52
H 2.43 -1.73 3.05
H 1.09 -0.23 1.89
C 2.82 -0.72 -2.05
C 2.44 -0.45 -0.78
C 3.15 -0.91 0.36
C 4.32 -1.61 0.18
C 4.79 -1.79 -1.12
C 4.04 -1.38 -2.19
N 5.01 -2.15 1.39
O 4.74 -1.70 2.50
O 5.81 -3.11 1.22
H 2.21 -0.47 -2.91
H 1.51 0.05 -0.53
H 2.73 -0.82 1.36
H 5.73 -2.29 -1.29
H 4.46 -1.54 -3.17
C 2.11 0.90 1.79
C 2.66 1.35 0.58
C 4.06 1.46 0.47
C 4.93 0.98 1.55
C 4.28 0.46 2.73
C 2.89 0.48 2.84
N 6.36 1.06 1.45
O 7.10 0.51 2.31
O 6.86 1.68 0.47
H 1.03 0.95 1.90
H 2.01 1.66 -0.22
H 4.43 1.97 -0.40
H 4.93 0.31 3.58
H 2.47 0.12 3.77
C -0.33 -1.28 -4.41
C -1.33 -1.36 -5.36
C -2.63 -1.88 -5.03
C -2.86 -2.27 -3.74
C -1.81 -2.27 -2.78
C -0.61 -1.69 -3.11
N -4.24 -2.85 -3.43
O -4.35 -3.38 -2.33
O -5.07 -2.86 -4.28
H 0.64 -0.92 -4.71
H -1.13 -1.03 -6.37
H -3.34 -2.01 -5.84
H -2.06 -2.51 -1.76
H 0.22 -1.60 -2.43
C -0.74 -2.72 -0.29
C -1.86 -1.96 -0.20
C -3.10 -2.61 -0.35
C -3.15 -3.96 -0.73
C -1.95 -4.70 -0.94
C -0.76 -4.06 -0.69
N -4.45 -4.60 -1.11
O -5.48 -4.06 -0.75
O -4.36 -5.58 -1.81
H 0.15 -2.12 -0.16
H -1.74 -0.93 0.06
H -3.98 -2.04 -0.11
H -1.99 -5.75 -1.21
H 0.14 -4.55 -1.01
C -3.53 2.24 -0.38
C -4.55 2.17 -1.35
C -4.24 2.47 -2.70
C -3.04 3.03 -3.00
C -2.04 3.12 -1.99
C -2.29 2.73 -0.68
N -2.74 3.60 -4.35
O -3.70 3.61 -5.19
O -1.59 3.93 -4.68
H -3.68 1.96 0.66
H -5.52 1.72 -1.14
H -4.90 2.28 -3.54
H -1.04 3.46 -2.21
H -1.64 2.70 0.18
C 1.09 4.79 -3.99
C 1.77 4.40 -5.17
C 1.77 3.05 -5.52
C 1.04 2.11 -4.84
C 0.35 2.53 -3.68
C 0.38 3.84 -3.27
N 0.94 0.67 -5.29
O 0.13 -0.04 -4.68
O 1.66 0.25 -6.19
H 1.13 5.80 -3.62
H 2.33 5.10 -5.77
H 2.43 2.65 -6.28
H -0.31 1.92 -3.09
H -0.04 4.15 -2.32

Properties
- Strongest force on any atom: 0.3298 hartree/bohr
- Charge: -1
- LUMO energy: -0.015 Ha
- HOMO-LUMO gap: 0.15867 Ha